# C4H6ClF

An isolated molecule of C4H6ClF (ωB97M-V/def2-TZVPD, the Open Molecules 2025 dataset).

```
12
Properties=species:S:1:pos:R:3:forces:R:3:lowdin_charge:R:1
C 0.5279 1.0720 -0.8602 1.7 1.1 -1.2 0.07
C 0.1229 0.0985 -0.0835 -1.0 0.5 -0.8 -0.43
C 0.9209 -1.0903 0.2448 1.3 -2.2 0.0 -0.08
C -1.2330 0.2481 0.4879 -1.5 1.7 -0.8 -0.59
F -1.7041 1.6295 0.4327 1.0 -2.3 0.4 -0.11
Cl -2.5233 -0.6530 -0.4380 0.9 0.2 0.7 0.60
H 1.5201 1.0723 -1.3095 0.0 -0.4 0.2 0.08
H 0.0253 1.9938 -1.1136 -0.6 -0.3 0.4 0.08
H 0.4077 -2.1129 0.1878 0.4 1.5 -0.4 0.11
H 1.2437 -1.0692 1.2849 0.0 0.2 0.3 0.08
H 1.8950 -1.1292 -0.3434 -1.4 0.0 0.5 0.11
H -1.2032 -0.0598 1.5100 -0.7 -0.2 0.7 0.10
```
Forces are in eV/Å.

Results
**E_LUMO**: 0.90 eV
**Strongest force on any atom**: 0.0500 Eh/bohr
**SMILES string**: C=C(C)[C@@H](F)Cl
**Electronic energy**: -19484.2589 eV
**Total charge**: 0
**Relative energy (zero: lowest compared OMol25 entry of this formula, charge and spin)**: 11.1 kcal/mol
**HOMO**: -10.111 eV



# C42H51LaN14O

A structure of composition C42H51LaN14O (ωB97M-V/def2-TZVPD, the Open Molecules 2025 dataset).

```
109
Properties=species:S:1:pos:R:3:forces:R:3:lowdin_charge:R:1
La -0.0881 -0.1693 -0.0366 0.6 -1.3 0.4 1.98
C -0.8093 1.8941 3.1984 0.1 -0.1 0.1 -0.08
N -1.2847 1.7403 1.8140 0.0 0.1 -0.2 -0.26
C -2.7062 1.3534 1.8857 -0.2 -0.2 0.0 -0.07
C -1.2350 2.9951 1.0583 0.2 0.0 -0.5 -0.23
C -1.5273 4.2103 1.6584 0.1 0.1 -0.1 -0.03
C -1.6476 5.3726 0.9138 0.0 0.0 0.1 -0.07
C -1.5277 5.3103 -0.4641 0.0 0.1 0.1 -0.06
C -1.2263 4.1165 -1.0810 0.1 -0.4 0.2 -0.01
C -1.0322 2.9334 -0.3427 -0.4 1.0 0.3 -0.27
N -0.7423 1.7301 -0.9400 -0.2 1.2 -0.4 -0.26
C -0.6083 1.6514 -2.3367 -0.1 -0.2 -0.4 -0.30
C 0.3373 2.3837 -3.0634 0.0 -0.3 0.1 -0.04
C 0.4264 2.2645 -4.4382 0.1 0.1 0.0 -0.06
C -0.4329 1.4185 -5.1158 -0.1 -0.1 0.1 -0.05
C -1.3688 0.6750 -4.4142 0.0 0.0 -0.1 -0.02
C -1.4573 0.7607 -3.0332 0.2 0.2 0.4 -0.22
N -2.3794 -0.0117 -2.2375 0.0 0.0 -0.1 -0.22
C -2.9292 -1.1700 -2.9371 0.0 -0.1 0.0 -0.09
C -3.5108 0.8220 -1.8009 -0.1 0.2 0.0 -0.06
H 0.1387 2.4317 3.2366 0.0 0.0 0.0 0.09
H -0.6777 0.9062 3.6436 0.0 0.0 0.0 0.08
H -1.5219 2.4409 3.8244 0.0 0.0 0.0 0.10
H -3.3099 2.1562 2.3293 0.1 -0.1 -0.1 0.11
H -2.8131 0.4621 2.5063 0.0 0.0 0.0 0.08
H -3.0814 1.1555 0.8820 0.0 0.0 0.0 0.07
H -1.6843 4.2653 2.7236 0.0 0.0 0.2 0.11
H -1.8654 6.3077 1.4034 0.0 0.1 0.1 0.11
H -1.6824 6.1926 -1.0664 0.0 0.1 0.0 0.12
H -1.1605 4.0738 -2.1565 0.0 0.1 -0.1 0.11
H 0.9992 3.0628 -2.5431 0.0 0.1 0.1 0.11
H 1.1554 2.8443 -4.9829 0.1 0.1 0.0 0.11
H -0.3842 1.3399 -6.1887 0.0 0.0 -0.2 0.11
H -2.0435 0.0437 -4.9670 -0.1 -0.2 -0.1 0.11
H -3.7135 -0.8912 -3.6498 0.0 0.0 0.0 0.10
H -3.3653 -1.8523 -2.2051 -0.1 0.0 0.0 0.08
H -2.1491 -1.6878 -3.4863 0.1 -0.1 0.0 0.06
H -4.1346 1.1151 -2.6548 0.0 0.0 0.0 0.11
H -3.1571 1.7271 -1.3148 0.0 0.0 0.0 0.08
H -4.1295 0.2521 -1.1052 0.0 0.0 0.0 0.08
C 2.6115 2.0892 0.1005 0.2 -0.1 -0.4 -0.18
C 3.3629 1.0745 -0.7676 -0.2 0.4 0.3 -0.17
N 2.4901 -0.0467 -1.1677 -0.2 -0.1 -0.4 -0.13
C 3.1278 -1.3551 -0.9489 0.1 -0.3 0.3 -0.20
C 3.2765 -1.6675 0.5463 0.0 0.1 -0.5 -0.17
N 2.0278 -1.4068 1.2931 -0.1 -0.3 0.3 -0.15
C 2.2587 -0.6188 2.5176 0.2 0.3 0.1 -0.20
C 2.6541 0.8374 2.2173 -0.1 -0.4 0.1 -0.17
N 1.8228 1.4304 1.1535 -0.2 0.3 0.2 -0.13
H 3.3410 2.7956 0.5189 -0.1 0.0 0.0 0.14
H 1.9097 2.6528 -0.5179 0.0 0.0 0.0 0.10
H 3.7594 1.6016 -1.6390 0.0 -0.1 0.0 0.14
H 4.2199 0.6820 -0.2191 0.0 0.0 -0.1 0.11
H 2.3197 0.0499 -2.1675 0.0 0.0 0.1 0.09
H 2.5012 -2.1225 -1.4089 0.1 0.1 0.0 0.09
H 4.1210 -1.4080 -1.4129 -0.1 0.0 0.0 0.14
H 3.5850 -2.7120 0.6380 0.0 0.1 0.1 0.14
H 4.0765 -1.0603 0.9707 0.0 -0.1 0.0 0.11
H 1.6537 -2.3083 1.5873 0.1 0.1 0.0 0.11
H 1.3316 -0.6178 3.0984 0.0 0.0 0.0 0.09
H 3.0414 -1.0662 3.1441 -0.1 0.0 0.0 0.14
H 2.5651 1.3945 3.1538 0.1 0.0 -0.1 0.13
H 3.7047 0.8877 1.9260 0.0 0.0 0.0 0.12
H 1.2516 2.1694 1.5583 0.0 -0.1 0.0 0.08
C -4.6913 -3.1753 2.7800 -0.7 -0.5 0.4 -0.06
N -3.4008 -2.6476 2.4029 0.5 0.6 -0.8 -0.11
C -2.9869 -2.1120 1.2550 0.1 0.1 0.0 -0.13
N -1.7031 -1.7647 1.3519 -0.2 -0.1 -0.1 -0.06
C -1.3906 -2.1377 2.6237 -0.3 0.0 -0.2 -0.21
N -2.3924 -2.6651 3.2658 0.3 -0.3 1.1 0.16
C -4.5772 -4.6394 3.1406 0.0 -0.1 0.0 -0.21
C -5.0296 -5.1306 4.3585 0.0 0.1 -0.2 -0.01
C -4.9174 -6.4834 4.6492 0.0 0.0 0.0 -0.04
C -4.3348 -7.3537 3.7474 0.1 0.0 -0.2 0.01
C -3.8611 -6.8615 2.5342 -0.2 0.6 0.1 -0.13
C -3.9930 -5.5070 2.2351 -0.1 -0.2 0.2 0.02
C -3.2213 -7.7062 1.5536 0.3 -0.8 -0.3 -0.27
N -2.9702 -8.9805 1.5662 -0.9 0.8 1.5 0.12
N -2.3526 -9.2813 0.4199 0.8 0.0 -1.7 0.12
C -2.2411 -8.1829 -0.2636 -0.2 -0.6 0.7 -0.27
O -2.7750 -7.1318 0.4070 0.0 -0.1 0.0 0.11
C -1.6383 -7.9349 -1.5525 0.1 0.4 -0.4 -0.13
C -1.0289 -8.9407 -2.2965 -0.1 0.1 0.1 0.01
C -0.4503 -8.6225 -3.5109 0.0 0.0 0.0 -0.04
C -0.4802 -7.3207 -3.9902 0.0 0.1 0.0 -0.02
C -1.1118 -6.3163 -3.2666 0.1 0.1 0.0 -0.20
C -1.2679 -4.9361 -3.8593 -0.5 -0.8 -0.4 -0.06
N -0.6272 -3.8454 -3.1502 0.2 0.5 0.9 -0.09
C -0.7103 -3.4073 -1.8895 0.1 0.0 0.0 -0.12
N -0.0381 -2.2650 -1.7580 0.0 -0.1 0.0 -0.04
C 0.4482 -2.0552 -3.0138 -0.2 -0.3 0.2 -0.23
N 0.1068 -2.9892 -3.8550 0.4 0.3 -1.0 0.14
C -1.6894 -6.6337 -2.0500 0.0 -0.1 0.0 0.02
H -5.3771 -3.0274 1.9414 0.1 0.1 0.1 0.14
H -5.0520 -2.6080 3.6406 0.0 0.0 -0.1 0.14
H -3.6103 -1.9741 0.3922 -0.2 0.0 -0.1 0.13
H -0.4244 -2.0251 3.0734 0.2 0.0 0.1 0.10
H -5.4662 -4.4593 5.0808 -0.1 0.1 0.1 0.12
H -5.2825 -6.8556 5.5931 0.0 0.0 0.1 0.12
H -4.2351 -8.4047 3.9592 0.0 -0.2 0.1 0.13
H -3.6281 -5.1400 1.2866 0.0 0.0 -0.1 0.11
H -1.0290 -9.9488 -1.9163 0.1 -0.1 0.0 0.13
H 0.0200 -9.3939 -4.1003 0.1 -0.1 0.0 0.12
H -0.0263 -7.0925 -4.9431 0.0 0.0 -0.1 0.12
H -2.3369 -4.7039 -3.9396 0.2 0.1 0.0 0.14
H -0.8341 -4.9114 -4.8609 -0.1 0.1 0.2 0.13
H -1.2270 -3.9135 -1.0991 -0.1 -0.1 0.1 0.12
H 1.0423 -1.2146 -3.3114 0.1 0.2 -0.1 0.11
H -2.2148 -5.8834 -1.4772 -0.1 0.0 0.0 0.11
```
Forces are in eV/Å.

Results
**E_LUMO**: -4.32 eV
**Strongest force on any atom**: 0.0364 Eh/bohr
**Electronic energy**: -68140.9068 eV
**Total charge**: +2
**Relative energy (zero: lowest compared OMol25 entry of this formula, charge and spin)**: 6.6 kcal/mol
**HOMO**: -12.080 eV



# C30H43CsN5OS3

A structure of composition C30H43CsN5OS3 (ωB97M-V/def2-TZVPD, the Open Molecules 2025 dataset).

```
83
Properties=species:S:1:pos:R:3:forces:R:3:lowdin_charge:R:1
Cs 2.4178 0.6414 -2.0942 -0.1 -0.2 -0.1 0.87
N 1.4191 -2.4801 -4.6972 1.3 -1.0 1.0 -0.38
S -0.0900 -2.1435 -4.5689 -0.6 -1.2 -1.4 0.96
C -1.0486 -3.7369 -4.5748 1.2 1.2 -0.8 -0.35
C -2.4181 -3.5952 -4.4614 0.3 1.4 0.0 -0.10
C -3.1789 -4.6940 -4.6229 -1.0 -1.4 0.4 -0.09
C -2.5892 -5.9281 -4.9228 -2.7 0.1 0.4 -0.11
C -1.2577 -6.0494 -5.0473 2.0 -1.0 -0.3 -0.10
C -0.4259 -4.9252 -4.9226 -2.1 0.2 0.7 -0.06
C -0.5413 -1.6175 -2.9812 1.5 -2.4 1.6 -0.48
C -1.0877 -0.4178 -2.7997 -1.1 1.8 1.2 -0.11
C -1.3202 0.0582 -1.4843 0.6 -1.1 -0.3 -0.03
C -1.0347 -0.7790 -0.4236 0.0 0.0 -0.1 -0.06
C -0.4333 -2.0206 -0.6238 1.1 -0.7 1.7 -0.09
C -0.1254 -2.4152 -1.8719 -0.4 -1.3 -2.0 -0.09
H 1.7367 -3.1770 -3.9599 -0.5 1.1 -1.0 0.01
H -2.8387 -2.5895 -4.3207 0.1 -0.5 0.2 0.12
H -4.2374 -4.7070 -4.3882 -0.1 0.3 -0.4 0.11
H -3.3304 -6.7369 -5.0144 0.9 0.0 0.0 0.11
H -0.8269 -7.0501 -5.2142 -0.1 0.6 -0.1 0.11
H 0.6103 -4.9876 -5.0468 1.4 0.0 -0.2 0.08
H -1.4059 0.1793 -3.6221 0.1 0.5 -0.5 0.08
H -1.6060 1.0740 -1.3779 -0.6 0.6 0.3 0.09
H -1.2414 -0.5952 0.6029 -0.2 0.9 0.6 0.10
H -0.0424 -2.6353 0.2445 -0.9 0.9 -1.0 0.13
H 0.2734 -3.4417 -2.0577 0.0 1.1 0.1 0.13
C -3.1574 4.5972 -0.6361 0.9 -2.7 0.2 -0.12
N -1.9591 5.1234 -1.2250 -0.9 1.6 -1.4 -0.29
C -2.1033 6.1599 -2.2469 -0.2 -0.6 -0.5 -0.10
C -0.7613 4.3731 -1.4439 0.7 -0.3 1.1 -0.21
C -0.6149 3.4601 -2.6614 1.4 0.3 0.3 -0.29
C -1.7455 3.1849 -3.4154 -0.7 0.5 0.7 -0.11
C -1.6866 2.4853 -4.6121 2.1 0.3 0.0 -0.14
C -0.4056 2.0904 -5.0786 -1.3 0.1 0.7 -0.14
C 0.6900 2.3715 -4.2384 1.7 -1.2 -0.6 -0.32
C 0.7383 3.0272 -2.9793 -2.2 0.0 -0.8 -0.21
H -3.8990 5.3493 -0.4811 -0.3 0.7 0.4 0.06
H -2.8123 4.1109 0.3115 -0.7 0.5 -0.3 0.09
H -3.6938 3.7357 -1.1618 0.5 0.9 0.1 0.08
H -2.9961 6.7568 -2.0676 0.3 0.5 0.5 0.07
H -2.3076 5.7998 -3.2851 0.4 -0.2 0.5 0.08
H -1.1428 6.7143 -2.2854 -0.8 0.1 0.0 0.09
H -0.5625 3.8298 -0.5021 0.1 -0.2 -0.3 0.12
H 0.0342 5.1475 -1.4790 -0.1 -0.6 -0.2 0.11
H -2.7104 3.5888 -3.0257 0.7 -0.5 -0.6 0.09
H -2.5664 2.3944 -5.1793 -1.0 -0.5 -0.8 0.07
H -0.3392 1.4854 -6.0046 0.3 0.6 0.6 0.10
H 1.6780 1.9174 -4.6175 -1.2 0.7 0.3 0.05
C 1.6954 3.2937 4.2990 -1.9 -1.1 -1.6 -0.10
C 1.1691 2.4252 5.4307 -0.9 0.5 -0.4 -0.26
C -0.2775 1.9818 5.1613 -0.7 1.5 1.1 -0.22
C -0.4999 1.4582 3.7685 0.7 -0.9 -0.4 -0.24
N 0.4422 0.3760 3.4497 -0.5 -0.8 -0.6 0.01
C 0.2037 -0.9506 3.6288 -1.4 1.7 2.0 -0.88
S -1.0277 -1.4606 4.6700 -0.3 -0.2 -0.1 0.58
N 1.0569 -1.7475 3.0678 1.7 -2.5 -1.0 0.01
C 1.2766 -3.1617 3.4830 -0.2 0.5 -1.0 -0.21
C 1.7383 -3.3133 4.9100 1.6 0.3 -0.2 -0.23
C 3.2785 -3.3369 5.1184 0.4 -1.6 0.5 -0.23
C 4.2194 -2.4886 4.1833 0.2 -0.2 2.5 -0.09
H 2.7043 3.5450 4.3875 1.6 0.6 0.3 0.05
H 1.0481 4.1782 4.1362 0.4 -0.2 0.3 0.09
H 1.6215 2.7089 3.3320 0.3 0.7 1.0 0.07
H 1.2016 2.9483 6.3732 -0.1 0.5 0.4 0.09
H 1.7662 1.5725 5.6036 0.9 -1.1 -0.2 0.09
H -0.8826 2.9220 5.2112 0.1 -0.5 0.1 0.11
H -0.6546 1.3462 5.9932 0.3 0.1 -0.9 0.10
H -0.2631 2.2304 3.0507 -0.1 0.4 -0.1 0.10
H -1.5338 1.1668 3.5648 0.2 -0.3 0.3 0.10
H 1.2177 0.5005 2.8162 0.1 0.8 0.0 0.09
H 1.7245 -1.3780 2.3809 0.0 0.0 0.1 0.06
H 1.9539 -3.5733 2.7108 0.0 0.2 0.6 0.13
H 0.3742 -3.7510 3.4091 -0.6 0.2 -0.4 0.09
H 1.2622 -4.1774 5.3516 0.2 -0.6 0.0 0.10
H 1.3222 -2.5270 5.4795 -0.5 1.1 0.5 0.05
H 3.5276 -4.4134 4.9820 0.3 0.5 -0.2 0.09
H 3.4882 -3.2573 6.2286 -0.1 0.6 -1.2 0.10
H 4.4023 -2.9779 3.2579 0.2 -0.5 -0.7 0.05
H 5.1937 -2.2589 4.7067 -0.9 -0.5 -0.6 0.08
H 3.8185 -1.5330 3.9574 -0.6 1.0 -0.2 0.02
O 3.8879 0.7698 2.5911 0.1 0.4 -0.9 -0.63
S 3.6804 0.5510 1.1259 -0.9 -1.5 1.5 0.50
N 2.8105 -0.6014 0.7455 0.6 1.1 -0.2 -0.56
```
Forces are in eV/Å.

Results
**E_LUMO**: 1.91 eV
**Strongest force on any atom**: 0.0622 Eh/bohr
**Electronic energy**: -74356.2128 eV
**Total charge**: -1
**Relative energy (zero: lowest compared OMol25 entry of this formula, charge and spin)**: 17.8 kcal/mol
**HOMO**: -4.552 eV